Molecular formula: BrH3NP
Method: DFT, ωB97M-V/def2-TZVPD

Element x y z (Å)
N1 -0.679 0.097 -1.059
P1 2.155 -0.162 1.839
Br1 0.427 -0.181 3.150
H1 0.333 0.023 -0.955
H2 -1.134 0.978 -1.519
H3 -1.102 -0.755 -1.457

## Properties
Gap between HOMO and LUMO (alpha / beta), eV: 9.17 / 8.47
E_tot, eV: -80868.4335
2S+1: 3
E_LUMO (alpha / beta), eV: 0.518 / -1.166

***

Molecular formula: C5H10NO2
Method: DFT, ωB97M-V/def2-TZVPD

Element x y z (Å)
C1 -3.207 -0.505 -0.473
C2 -3.157 0.636 0.430
C3 3.069 -0.653 0.553
C4 3.422 0.533 -0.229
C5 -0.741 -0.006 -0.057
N1 -2.012 0.103 -0.111
O1 2.186 0.001 -0.283
O2 -0.099 -0.821 -0.735
H1 -3.437 -1.365 -0.045
H2 -3.667 -0.373 -1.470
H3 -3.451 1.673 0.260
H4 -3.245 0.552 1.529
H5 3.456 -1.568 0.309
H6 2.755 -0.459 1.567
H7 3.969 0.395 -1.148
H8 3.444 1.516 0.231
H9 -0.190 0.849 0.459
H10 0.906 -0.505 -0.786

## Properties
Gap between HOMO and LUMO, eV: 11.88
E_tot, eV: -10921.8903
2S+1: 1
Total charge: +1
E_LUMO, eV: -3.287

***

Molecular formula: C7H9ClN2
Method: DFT, ωB97M-V/def2-TZVPD

Element x y z (Å)
C1 -2.304 2.365 0.415
C2 -2.996 1.269 -0.169
C3 -1.052 2.352 0.900
C4 -2.500 0.018 -0.339
C5 -0.068 0.211 0.502
C6 2.111 -0.718 0.934
C7 0.321 -1.999 -0.231
N1 -0.120 1.388 0.779
N2 0.802 -0.754 0.300
Cl1 -3.295 -1.224 -1.072
H1 -2.860 3.294 0.624
H2 -4.165 1.414 -0.536
H3 -0.708 3.303 1.450
H4 2.246 0.054 1.745
H5 2.541 -1.648 1.282
H6 2.831 -0.307 0.316
H7 1.152 -2.503 -0.681
H8 0.081 -2.612 0.573
H9 -0.414 -1.728 -1.038

## Properties
Gap between HOMO and LUMO (alpha / beta), eV: 7.41 / 7.56
E_tot, eV: -22901.7628
2S+1: 1
E_LUMO (alpha / beta), eV: 0.025 / 0.087